No. 1
66
Properties=species:S:1:pos:R:3:forces:R:3 method="wB97M-V/def2-TZVPD" multiplicity=4 orbital_gap_ev="6.44 / 7.23" e_homo_ev="-6.450 / -7.395"
H -3.72542 -4.14777 -3.11245 -0.2 0.1 0.2
H -3.05988 0.07149 0.82975 0.6 0.0 -0.1
H 0.80151 -5.11678 0.38849 0.1 -0.1 -0.1
C 0.72638 -3.29711 -0.79936 0.0 0.3 0.0
H 2.40175 3.92484 1.41014 -0.2 -0.2 0.0
H 1.33862 -3.67959 1.27189 0.0 -0.1 -0.3
H 1.24512 -0.59586 2.21043 -0.2 0.4 -0.1
C 3.22136 1.40336 3.08592 0.1 0.1 0.2
H -4.02489 -4.13417 1.89805 0.2 0.2 0.0
H 0.27871 -0.95608 -2.50985 0.2 0.1 0.4
H 2.39118 -4.40289 0.02006 -0.2 0.0 0.2
H -1.46315 2.20719 1.32969 0.1 -0.2 -0.3
H 0.43384 -4.94650 -2.18545 0.2 0.2 -0.1
H 3.87988 2.27643 3.18290 -0.1 -0.1 0.0
C 0.44288 2.60648 3.86776 0.3 0.2 0.1
H -3.28606 -4.83521 -0.76018 0.1 0.6 -0.1
H -5.27770 -1.31230 0.67332 0.2 -0.1 -0.4
C -4.94088 -1.92282 -0.17144 0.2 0.1 -0.3
H -3.82726 -2.37720 2.09767 -0.1 -0.1 0.0
H -1.22246 -2.56343 -1.40668 0.2 -0.2 0.3
C 2.74956 -0.12552 -0.38259 -0.5 -0.4 -0.5
H 0.42005 -3.36029 -2.98109 0.2 -0.1 0.3
H -1.71097 -3.75638 2.38056 -0.2 0.5 -0.1
H 1.97325 -4.07549 -2.45982 -0.3 0.1 0.2
C -4.08879 -3.00414 0.08173 -0.3 -0.1 -0.4
C 2.44658 -1.46147 -0.00756 -0.2 0.1 -0.5
H -6.03520 -0.77819 -1.65568 0.4 -0.4 0.0
H -1.23757 -4.22606 -0.74873 0.3 0.6 0.1
C 1.67903 3.15022 1.11423 0.1 0.2 -0.1
H 2.04514 2.72063 0.17291 -0.1 0.0 0.2
N -2.10055 -3.44766 1.49331 -0.4 -1.4 0.9
C -2.28949 0.46560 0.16700 0.1 1.3 -0.9
H 3.59295 0.46281 -0.03259 -0.3 -0.1 0.1
C -1.26754 -2.68565 0.71937 1.5 2.9 -1.2
C 1.31026 -1.90358 -0.73964 1.0 0.8 -1.1
H -5.17417 -2.15681 -3.58056 0.2 -0.1 0.6
C 1.81005 0.28886 -1.36182 0.5 -1.2 -0.3
C -4.88922 -2.40520 -2.54605 0.1 0.1 0.0
C -2.06451 0.05212 -1.18908 -0.4 1.0 0.3
C -5.35247 -1.62127 -1.48061 0.0 -0.3 0.2
C -1.14234 0.96043 -1.78481 -0.9 0.5 0.7
H 0.73132 3.66043 0.90533 0.1 -0.1 0.0
H 3.00775 -2.07023 0.69731 -0.2 0.3 0.0
C -3.55406 -3.23754 1.47420 -0.2 0.0 0.2
Si 1.49250 1.86227 2.48437 -0.5 -0.8 -0.1
C -3.76589 -3.87109 -0.96976 -0.1 0.1 -0.4
C 0.56828 0.26732 2.03760 0.7 0.2 0.3
C 0.91297 -3.95154 -2.19414 -0.1 -0.1 0.1
H 1.84397 1.22153 -1.91976 -0.1 -0.2 0.2
H 3.69947 0.69705 2.39276 -0.2 0.2 0.1
O -0.90650 -1.52173 1.05637 -1.4 -4.3 0.6
H -0.08086 2.76206 -0.98953 -0.3 -0.5 0.2
H -0.30386 0.08621 2.70298 0.4 0.4 -0.3
C -4.07900 -3.52241 -2.29184 -0.4 0.0 0.5
H 3.16309 0.91771 4.07106 0.0 0.1 -0.2
C 1.35081 -4.17744 0.28734 0.0 0.0 0.1
Cr -0.12725 -0.07285 0.11950 -0.3 0.9 -0.2
C -0.80996 -3.21537 -0.61354 -0.5 -0.6 -0.1
C -1.47007 1.62677 0.40900 -0.5 -0.2 -0.6
C -0.75167 1.91728 -0.80702 -0.6 0.2 0.0
H -0.51568 2.97644 3.48325 0.1 -0.1 0.1
H 0.23533 1.82550 4.61089 0.0 0.2 -0.1
H -2.64323 -0.70426 -1.71074 0.3 -0.1 0.1
C 0.93873 -0.83386 -1.65283 1.4 -0.5 0.7
H -0.88275 0.98968 -2.84509 0.2 -0.2 0.6
H 0.95704 3.43494 4.36790 -0.2 0.0 0.0

---

No. 2
52
Properties=species:S:1:pos:R:3:forces:R:3 method="wB97M-V/def2-TZVPD" orbital_gap_ev=8.87 relative_energy_kcal_mol=38.0 e_homo_ev=-8.459
H -0.37561 3.45587 -0.60067 0.0 0.0 0.2
C -5.08130 -0.21864 0.51143 0.0 0.1 0.1
H 5.75640 -0.96057 -0.04759 -0.1 0.0 0.0
C 0.83888 -0.79550 2.16902 -0.3 -0.1 -0.1
C 1.32925 -1.94380 -0.28798 0.0 0.0 0.0
H 1.86491 0.82225 -2.48186 -0.1 0.0 0.0
C -0.85086 -2.64750 -1.92289 0.0 -0.1 -0.1
H 2.94843 -0.72960 2.43556 0.1 0.1 0.0
N 1.81307 1.79899 -0.66442 0.3 -0.1 0.8
H -2.76998 -0.24809 -2.56254 0.1 0.0 -0.1
C 4.74441 -0.65803 0.21574 -0.1 0.1 -0.3
C -0.26544 2.87510 0.32038 0.0 0.1 -0.2
C -2.40989 -1.92650 1.86647 -0.3 -0.3 0.0
H -1.84311 -2.84028 -2.32707 0.1 0.0 0.0
F -3.76925 1.46492 1.46876 0.0 -0.1 0.0
C 2.39693 -1.56752 0.52781 -0.5 -0.2 0.2
C 2.98047 1.38286 -0.09453 0.0 0.1 0.0
H -0.39823 3.52281 1.18985 0.1 0.0 -0.1
H -0.31121 -3.59312 -1.81716 0.0 0.0 0.0
H -0.30352 -1.98740 -2.60247 0.0 0.0 0.0
C 3.76439 -1.79114 -0.00245 0.2 0.0 0.1
C 1.10293 2.29237 0.39446 0.1 0.1 -0.1
H 1.56478 -2.38826 -1.24218 0.0 -0.1 -0.1
C 0.01568 -1.72739 0.09613 0.0 0.0 0.1
O -1.06814 -2.03369 -0.67351 0.1 0.2 0.4
S 4.25050 0.61718 -1.00554 0.3 0.0 0.0
H -1.96811 -2.78629 2.37842 0.0 0.0 0.0
O 4.05240 -2.75740 -0.67024 0.0 0.0 0.0
O -1.61670 1.92064 -1.91175 -0.1 0.0 -0.3
N -1.31228 1.87309 0.32143 0.1 0.1 0.2
H -3.25866 -1.56148 2.44192 0.0 -0.1 0.0
N 1.79896 2.16938 1.49242 -1.0 0.6 0.4
H -5.72721 -0.16573 1.37388 0.0 0.0 0.1
N 2.97354 1.60757 1.19344 1.0 -0.2 -0.4
C 1.48284 1.75252 -2.05981 -0.2 0.1 -0.6
H 0.40122 1.80532 -2.18920 0.2 0.0 0.0
C -0.22945 -1.14140 1.35448 0.1 -0.1 0.1
H -6.19378 -1.74717 -0.48029 -0.1 0.0 0.0
C -3.41414 -0.26689 -1.69699 -0.1 0.1 0.1
H -1.52461 1.41546 1.19527 -0.1 -0.1 -0.1
C -5.33690 -1.09284 -0.52998 0.0 0.1 0.1
H 4.69835 -0.19244 1.19557 0.1 0.0 0.0
O -1.49133 -0.84964 1.81557 0.4 0.3 -0.3
C -1.95183 1.51663 -0.80835 0.0 0.0 0.3
H -2.74031 -2.22591 0.86979 0.0 0.1 0.1
H -4.71197 -1.78509 -2.45630 0.0 -0.1 -0.1
C 2.14554 -0.99826 1.76965 0.1 -0.3 -0.2
H 1.94994 2.58808 -2.58543 0.0 0.0 0.0
C -3.11644 0.59906 -0.64823 -0.3 0.0 0.1
H 0.62389 -0.34470 3.12447 -0.1 0.0 0.1
C -4.50314 -1.11460 -1.63652 0.0 -0.1 -0.1
C -3.97633 0.61023 0.44429 0.0 -0.1 -0.2

---

No. 3
86
Properties=species:S:1:pos:R:3:forces:R:3 method="wB97M-V/def2-TZVPD" total_charge=+1 orbital_gap_ev="5.31 / 5.16" relative_energy_kcal_mol=41.6 e_homo_ev="-8.184 / -8.099"
Ti 1.57535 0.08542 -0.46128 -1.9 -3.6 -0.4
C -1.93985 -1.21955 3.71318 -0.1 0.0 0.2
H 0.34829 4.26300 -0.00849 0.0 0.0 0.0
C 1.21202 3.71901 0.37631 -0.1 -0.3 0.0
H 4.40656 -3.36509 2.51983 0.0 0.0 0.0
H 0.37791 0.78632 -5.15139 0.0 -0.1 0.0
C -1.69922 -1.06759 -3.23967 0.2 -0.1 0.2
H -5.51914 2.19910 -1.85375 0.0 0.0 0.0
C 0.00214 0.21323 -4.31580 -0.3 0.0 -0.1
C -0.70123 -5.13432 1.49016 -0.1 0.1 -0.1
S 0.38903 -0.51203 1.78548 0.1 -0.1 0.5
C -4.56026 1.72159 -1.63935 0.0 0.0 0.1
N 0.34077 -0.60709 -2.06393 -0.1 0.6 0.0
N -3.81986 3.00007 0.75092 -0.2 0.3 0.2
C -0.62142 -1.87359 1.70960 0.1 -0.2 -0.2
C 4.39682 -2.73752 1.64124 0.0 0.0 -0.1
H -1.14131 -2.57062 5.19888 0.0 0.0 0.0
H 2.29156 -2.40565 1.72105 0.0 0.1 0.0
C 1.78926 2.66986 2.42673 -0.3 0.4 -0.2
H 1.30459 2.13646 3.24759 0.2 -0.1 0.0
O 4.03372 1.92817 2.39935 -0.2 0.2 0.0
H -0.82251 -4.85097 2.53557 0.0 0.0 0.0
C -4.87910 2.00378 0.69270 0.2 0.0 -0.1
C -1.25442 -0.34170 -4.34916 0.3 0.1 -0.1
C -3.50245 0.19850 -0.10544 0.3 0.1 0.0
H -1.15164 -0.47903 3.81151 0.0 0.0 0.0
O 2.76984 2.73997 -1.18268 -0.1 0.4 0.0
C 4.95706 0.01114 -2.76171 -0.3 -0.1 0.2
C 5.57285 -2.46189 0.94333 -0.1 0.1 0.0
N 2.74271 -0.10907 -1.95207 0.7 0.5 0.1
C 1.67336 2.69072 -0.65883 0.5 1.1 -0.3
H 2.01559 4.41486 0.62876 0.0 0.0 -0.1
O 0.81277 1.73295 -0.84898 -0.2 1.4 -0.6
C 3.21127 -2.20646 1.18586 0.0 -0.2 0.3
C 4.05952 -0.35914 -1.78093 0.6 -0.4 -0.3
C 4.26843 -1.14295 -0.57503 -0.1 -0.3 0.0
H -1.01265 -4.33190 -0.48212 -0.1 0.1 0.0
H -2.87926 -2.76297 4.91502 0.0 0.0 0.0
H -2.66534 -1.55123 -3.24829 0.0 0.0 0.1
H 6.01715 -0.16186 -2.64666 0.0 0.0 0.0
H 0.34798 -5.37193 1.31933 0.0 0.0 0.0
H -4.94162 1.48942 1.65507 0.0 0.0 0.0
N 3.10843 -1.42815 0.09792 0.8 0.3 -0.3
H -3.64103 -0.30324 0.86021 0.0 -0.1 0.0
H 6.38653 -1.43026 -0.74797 0.0 0.0 0.0
H -1.88592 -0.22885 -5.21907 0.0 0.0 0.0
C -2.19350 2.15742 -1.58879 0.2 -0.2 0.2
O 2.68940 0.97136 0.92452 1.2 1.1 1.5
H -2.87771 -0.70090 3.49671 0.1 0.0 0.0
H -1.23809 -1.64113 -1.23854 0.0 0.1 0.0
N -4.67312 1.02229 -0.36420 -0.4 -0.2 0.0
H -2.65976 1.95129 2.12514 0.1 0.1 0.0
H 4.70352 1.37221 1.97067 -0.1 -0.2 -0.1
C -3.74209 3.66925 -0.54064 0.0 -0.2 0.0
C -0.89167 -1.13258 -2.12735 -0.6 -0.4 -0.3
H 0.39706 -2.61423 0.16718 0.0 0.0 -0.1
C 3.09515 0.71572 -4.14565 0.4 0.0 0.2
C 0.81199 0.02688 -3.19089 0.3 -0.2 0.0
H -2.05480 1.52508 -2.46797 0.1 0.0 0.0
H -3.45580 -0.57347 -0.87933 0.1 0.0 0.0
H -2.17379 -2.90724 2.48653 0.1 0.0 0.0
H 6.51781 -2.87171 1.27132 0.0 0.0 0.0
N -0.42053 -2.77684 0.73401 -0.1 0.0 0.1
H 2.28259 3.56340 2.82461 0.0 -0.1 0.0
H -2.22558 -3.82250 0.68378 0.0 0.0 -0.1
C -2.06816 -2.03758 4.98936 0.0 0.0 -0.1
H -1.29064 -6.03147 1.30610 0.0 0.0 0.0
C -1.15802 -4.01927 0.55142 0.1 -0.2 0.2
C -2.54180 2.42535 1.14471 0.2 -0.2 -0.1
H 5.15696 0.91625 -4.69748 0.0 0.0 0.0
H -4.68348 4.19636 -0.71299 0.0 0.0 0.0
H -2.28434 -1.38096 5.82987 0.0 0.0 0.0
H -1.44898 2.95727 -1.63028 0.0 -0.1 -0.1
O 0.76632 3.00673 1.52985 0.1 0.0 0.2
C 2.23041 0.30276 -3.13875 -0.5 -0.1 -0.2
P -1.85202 1.13147 -0.04629 -1.3 0.1 -0.1
H 2.71602 1.09534 -5.08356 0.0 0.0 0.0
H -5.82588 2.51552 0.50461 0.0 0.0 0.0
H -4.34363 0.99314 -2.42506 0.0 0.0 0.0
N -1.60093 -2.08329 2.58796 0.0 0.0 -0.1
C 4.46310 0.60659 -3.92919 -0.2 0.1 -0.2
C 2.85756 1.77431 1.82904 0.2 -0.1 0.2
C 5.50095 -1.65928 -0.17254 0.0 0.1 0.0
N -3.52297 2.74382 -1.64494 0.0 0.2 -0.3
H -2.92671 4.39625 -0.51793 0.0 0.0 0.0
H -1.80811 3.22748 1.25201 0.0 0.0 0.1

---

No. 4
17
Properties=species:S:1:pos:R:3:forces:R:3 method="wB97M-V/def2-TZVPD" orbital_gap_ev=9.35 relative_energy_kcal_mol=7.6 e_homo_ev=-8.468
H -0.39547 2.99253 -1.48152 -0.2 -0.3 -0.4
H -1.32825 1.73027 -2.40915 0.0 0.2 -0.1
H -4.32723 1.72039 -0.18565 -0.2 -0.1 0.2
H -1.06550 1.59803 -0.67929 0.1 -0.2 0.2
C -3.48410 2.25549 0.23377 0.3 0.1 -0.3
C -1.24406 2.29802 -1.48574 0.2 0.2 0.4
H -2.74036 1.53517 0.56409 -0.1 0.0 0.2
S -2.71978 3.26049 -1.08148 -0.1 0.2 0.1
H 3.28290 -1.20995 0.20924 -0.1 0.3 0.0
H 1.66264 -1.82403 -0.24745 0.2 0.2 -0.4
H 3.70372 -3.51957 0.19834 0.0 -0.2 0.1
H 3.15380 -3.33583 1.88096 0.2 0.0 0.0
C 2.43506 -1.80837 0.51707 -0.7 -0.6 0.4
H 2.04851 -3.94997 0.67017 0.2 0.1 0.0
C 2.86667 -3.23916 0.83454 -0.2 -0.1 0.0
H 1.91959 -1.39093 1.38383 0.3 0.3 0.0
H -3.76816 2.88742 1.07829 -0.1 -0.1 -0.2

---

Record-wise energy values, in eV: -67380.956 -49820.674 -97153.782 -15177.378